1.
The following is a quantum chemistry calculation of a 2-piece molecular cluster, C19H25N5O5S overall, from the Open Molecules 2025 dataset.

Computed properties:
- Largest force on an atom: 2.0 eV/A
- E_tot: -48631.4820 eV
- SMILES string: Oc1nc(S)nnc1Cc1ccc2c(c1)OCO2.CNC(=O)[C@@H](NC(C)=O)C(C)C
- Energy above the lowest of the compared OMol25 structures with the same formula, charge and spin: 0.784 eV
- Lowest unoccupied orbital energy: -0.071 eV
- HOMO energy: -8.21 eV

Each line ends with the natural charge from an NBO analysis.
Element x y z (Å)
O -4.888 -1.745 2.258  -0.6451
C -4.170 -0.732 1.722  0.5235
N -3.360 -1.140 0.748  -0.5194
C -2.626 -0.170 0.182  0.2250
S -1.536 -0.641 -1.099  0.0693
N -2.692 1.125 0.545  -0.2936
N -3.511 1.530 1.518  -0.1422
C -4.271 0.611 2.134  0.0857
C -5.194 1.044 3.247  -0.4523
C -4.525 0.882 4.590  -0.0279
C -5.027 -0.025 5.540  -0.2085
C -4.407 -0.158 6.791  -0.2712
C -3.281 0.611 7.081  0.2797
C -2.779 1.498 6.154  0.2318
C -3.389 1.647 4.909  -0.2608
O -1.682 2.132 6.641  -0.4737
C -1.492 1.581 7.957  0.2306
O -2.539 0.628 8.217  -0.4870
H -4.575 -2.536 1.794  0.5022
H -1.864 -1.943 -0.998  0.1519
H -5.466 2.095 3.106  0.2439
H -6.120 0.462 3.206  0.2344
H -5.900 -0.629 5.310  0.2169
H -4.784 -0.853 7.534  0.2252
H -2.972 2.354 4.198  0.2367
H -1.521 2.380 8.704  0.1640
H -0.516 1.090 8.017  0.1622
C 5.692 0.880 -2.717  -0.4186
N 5.326 -0.435 -2.190  -0.6062
C 4.370 -1.259 -2.629  0.6726
O 4.213 -2.343 -2.080  -0.6354
C 3.455 -0.856 -3.795  -0.1306
N 3.417 -1.957 -4.777  -0.6096
C 3.574 -1.904 -6.099  0.6749
C 3.905 -0.588 -6.775  -0.7151
O 3.465 -2.915 -6.775  -0.6293
C 2.036 -0.534 -3.272  -0.2132
C 2.039 0.614 -2.253  -0.6139
C 1.077 -0.129 -4.400  -0.6102
H 6.522 1.289 -2.138  0.2206
H 4.847 1.567 -2.642  0.2011
H 6.003 0.796 -3.760  0.1974
H 5.860 -0.794 -1.412  0.4098
H 3.849 0.041 -4.263  0.2094
H 3.253 -2.882 -4.405  0.4249
H 4.848 -0.211 -6.387  0.2169
H 4.000 -0.760 -7.846  0.2483
H 3.106 0.127 -6.596  0.2228
H 1.629 -1.420 -2.785  0.2141
H 1.020 0.819 -1.926  0.2261
H 2.622 0.342 -1.373  0.2139
H 2.452 1.516 -2.704  0.1940
H 0.093 0.088 -3.985  0.2190
H 0.966 -0.945 -5.113  0.2189
H 1.449 0.758 -4.912  0.1962

2.
The following is a quantum chemistry calculation of a 7-piece molecular cluster, C37H62BFNO23Si overall, from the Open Molecules 2025 dataset.

Computed properties:
- Largest force on an atom: 5.1 eV/A
- Net charge: -1
- E_tot: -99232.5008 eV
- Lowest unoccupied orbital energy: 1.353 eV
- HOMO energy: -4.00 eV

Each line ends with the Mulliken charge.
Element x y z (Å)
C 2.338 3.067 4.601  -0.2324
C 2.486 2.134 5.865  0.7354
O 3.382 2.783 6.776  -0.6764
C 2.990 0.705 5.439  -0.7041
O 1.973 -0.286 5.515  -0.4703
C 1.288 -0.472 4.284  0.7929
C 2.057 -0.984 3.051  -1.4573
C 2.472 0.110 2.043  0.7897
C 1.307 0.635 1.186  -0.2303
F 3.395 -0.530 1.146  -0.5489
O 0.496 0.672 4.029  -0.4148
B -0.819 0.553 4.671  1.0510
C -0.950 0.852 6.294  -1.3307
Si -2.342 1.491 3.791  0.9632
C -3.361 0.376 2.612  -0.8312
C -1.735 3.020 2.787  -0.3161
C -3.591 2.212 5.072  -1.3676
O -1.156 -0.929 4.584  -0.6373
C 0.095 -1.492 4.726  -0.4188
O 0.118 -2.844 4.144  -0.4853
C -0.786 -2.879 3.176  0.7163
N -1.364 -2.867 2.212  -0.5818
H 1.279 3.130 4.281  -0.2730
H 2.720 4.100 4.773  0.4065
H 2.886 2.637 3.740  0.0825
H 1.469 2.059 6.287  -0.1924
H 4.194 2.947 6.275  0.3959
H 3.538 0.733 4.479  0.2293
H 3.747 0.431 6.211  0.3336
H 2.979 -1.477 3.436  0.5441
H 1.516 -1.759 2.482  0.3033
H 3.025 0.957 2.477  0.0000
H 0.907 1.524 1.719  -0.0838
H 1.625 0.991 0.189  0.5683
H 0.471 -0.074 1.125  -0.2397
H -1.046 1.951 6.468  0.0954
H -0.081 0.473 6.886  0.3836
H -1.845 0.344 6.710  0.2026
H -3.263 -0.687 2.916  0.2759
H -3.014 0.515 1.572  -0.1293
H -4.433 0.634 2.761  0.4109
H -2.599 3.579 2.353  0.3115
H -1.174 3.730 3.431  0.2790
H -1.126 2.692 1.919  -0.5168
H -3.203 3.103 5.599  0.2830
H -4.469 2.545 4.467  0.3003
H -3.981 1.436 5.759  0.2928
H 0.288 -1.661 5.807  0.3331
C -2.566 -2.933 -3.292  -1.5926
C -1.459 -2.071 -2.734  0.7981
C -0.598 -2.774 -1.717  -0.5239
O -0.167 -1.700 -0.882  -0.2385
C -1.126 -0.743 -0.944  0.1402
O -1.198 0.179 -0.196  0.0480
O -1.993 -0.979 -1.966  -0.2648
H -3.040 -2.436 -4.140  0.1964
H -2.187 -3.894 -3.629  0.3755
H -3.348 -3.096 -2.547  0.4446
H -0.857 -1.655 -3.545  -0.0202
H 0.256 -3.275 -2.172  0.2672
H -1.149 -3.493 -1.104  0.3204
C 3.312 9.709 3.695  -1.4514
C 3.091 8.324 3.127  0.5217
C 2.287 7.424 4.027  -0.5960
O 2.785 6.127 3.696  -0.2223
C 4.064 6.299 3.266  0.5980
O 4.850 5.418 3.128  -0.5221
O 4.329 7.612 3.022  -0.3738
H 3.743 10.365 2.937  0.3493
H 2.374 10.150 4.036  0.3599
H 4.019 9.681 4.525  0.3622
H 2.648 8.387 2.129  0.2604
H 1.218 7.487 3.829  0.3695
H 2.463 7.603 5.092  0.2996
C -3.078 3.191 -2.612  -1.3678
C -1.973 4.079 -2.089  0.5681
C -1.098 3.384 -1.088  0.0869
O -0.655 4.467 -0.259  -0.2705
C -1.619 5.420 -0.315  0.5408
O -1.687 6.353 0.424  -0.5707
O -2.502 5.170 -1.321  -0.4203
H -3.591 3.657 -3.455  0.4256
H -2.684 2.231 -2.941  0.2550
H -3.831 3.026 -1.840  0.2444
H -1.390 4.498 -2.916  0.2746
H -0.250 2.883 -1.553  0.3443
H -1.643 2.665 -0.473  -0.0844
C 1.992 -5.112 -7.502  -1.5143
C 1.444 -4.314 -6.341  0.6784
C 0.249 -4.950 -5.685  -0.5628
O -0.471 -3.818 -5.189  -0.1297
C -0.159 -2.768 -6.006  0.5438
O -0.750 -1.738 -6.025  -0.5215
O 0.909 -3.060 -6.792  -0.3865
H 2.950 -4.700 -7.825  0.3221
H 2.143 -6.156 -7.229  0.3254
H 1.321 -5.058 -8.362  0.4177
H 2.229 -4.108 -5.617  0.3052
H 0.531 -5.617 -4.872  0.3234
H -0.394 -5.493 -6.386  0.2723
C -7.471 -0.933 -2.449  -1.5933
C -6.120 -0.255 -2.499  0.6633
C -6.189 1.201 -2.883  -0.5771
O -4.933 1.410 -3.527  -0.2573
C -4.554 0.210 -4.048  0.6838
O -3.678 0.070 -4.839  -0.5455
O -5.312 -0.802 -3.549  -0.3222
H -7.380 -1.925 -2.002  0.3746
H -8.182 -0.355 -1.857  0.3890
H -7.872 -1.077 -3.453  0.3581
H -5.589 -0.392 -1.553  0.2360
H -6.292 1.854 -2.017  0.3819
H -6.990 1.425 -3.595  0.2893
C 6.014 -9.222 -6.223  -1.4216
C 5.452 -8.429 -5.065  0.5071
C 4.259 -9.076 -4.411  -0.5164
O 3.529 -7.950 -3.920  -0.3013
C 3.833 -6.903 -4.730  0.5438
O 3.233 -5.875 -4.750  -0.4856
O 4.905 -7.182 -5.514  -0.3141
H 6.969 -8.802 -6.543  0.3489
H 6.175 -10.265 -5.947  0.3700
H 5.347 -9.178 -7.085  0.3511
H 6.237 -8.214 -4.334  0.2730
H 4.540 -9.740 -3.595  0.3237
H 3.625 -9.624 -5.114  0.2945

3.
The following is a quantum chemistry calculation of C8H16N2O5 in the gas phase, from the Open Molecules 2025 dataset.

Computed properties:
- Largest force on an atom: 4.1 eV/A
- E_tot: -21771.9356 eV
- SMILES string: C[C@@H](O)[C@H](N)C(=O)N[C@H](C(=O)O)[C@@H](C)O
- Energy above the lowest of the compared OMol25 structures with the same formula, charge and spin: 2.489 eV
- Lowest unoccupied orbital energy: 0.451 eV
- HOMO energy: -9.71 eV

Each line ends with the natural charge from an NBO analysis.
Element x y z (Å)
C 1.617 -0.265 3.701  -0.6354
C 0.867 -0.433 2.361  0.0699
O -0.454 -0.958 2.707  -0.7299
C 0.866 0.675 1.331  -0.1861
N 0.076 1.830 1.841  -0.8656
C 0.430 0.030 0.001  0.7002
O 1.020 -0.945 -0.405  -0.6398
N -0.451 0.861 -0.598  -0.6254
C -1.299 0.416 -1.727  -0.2080
C -2.192 -0.761 -1.326  0.8038
O -3.151 -0.966 -2.028  -0.5801
O -1.769 -1.433 -0.254  -0.6945
C -0.641 -0.134 -2.957  0.1004
C 0.815 0.629 -3.173  -0.6505
O -0.346 -1.532 -2.928  -0.7451
H 1.572 -1.304 4.211  0.2449
H 2.669 0.169 3.519  0.2166
H 1.076 0.580 4.204  0.2020
H 1.339 -1.287 1.726  0.1923
H -0.795 -1.107 1.829  0.4690
H 1.882 0.890 1.006  0.2339
H -0.685 1.413 2.396  0.3720
H 0.515 2.334 2.626  0.3761
H -0.646 1.733 -0.167  0.4422
H -1.905 1.183 -2.127  0.2494
H -2.407 -2.193 -0.185  0.5137
H -1.402 0.019 -3.824  0.2134
H 0.701 1.729 -3.633  0.2075
H 1.307 0.776 -2.214  0.2106
H 1.319 -0.212 -3.913  0.2463
H 0.070 -1.736 -2.002  0.4963

4.
The following is a quantum chemistry calculation of C4H9NO2 in the gas phase, from the Open Molecules 2025 dataset.

Computed properties:
- Largest force on an atom: 2.2 eV/A
- E_tot: -9877.3319 eV
- SMILES string: C/N=C/OCCO
- Energy above the lowest of the compared OMol25 structures with the same formula, charge and spin: 2.729 eV
- Lowest unoccupied orbital energy: 0.977 eV
- HOMO energy: -9.83 eV

Each line ends with the natural charge from an NBO analysis.
Element x y z (Å)
C -1.734 -1.378 1.805  -0.4231
N -0.847 -0.662 0.903  -0.5001
C -0.110 0.253 1.366  0.4096
O 0.812 0.964 0.647  -0.5102
C 1.195 0.405 -0.644  -0.1186
C 0.703 1.257 -1.822  -0.0786
O 0.627 0.320 -2.897  -0.7044
H -2.769 -1.271 1.458  0.2051
H -1.495 -2.452 1.782  0.2036
H -1.669 -1.028 2.847  0.1700
H -0.086 0.581 2.411  0.1486
H 2.306 0.200 -0.917  0.1823
H 0.730 -0.576 -0.600  0.2124
H -0.247 1.790 -1.689  0.1854
H 1.454 2.044 -2.036  0.1586
H 1.130 -0.446 -2.615  0.4594